[1]
{
  "formula": "C3H8FN",
  "method": "the ωB97M-V functional and the def2-TZVPD basis",
  "homo_energy_ev": -9.66,
  "smiles": "C[C@H](N)CF",
  "gap_ev": 10.74,
  "relative_energy_kj_mol": 107.2,
  "e_tot_ha": -273.67491,
  "lumo_ev": 1.09,
  "elements": ["H", "H", "C", "H", "H", "H", "H", "C", "N", "F", "H", "H", "C"],
  "xyz": [[0.443, -1.858, 0.675], [0.082, 1.831, 1.020], [0.567, 0.090, -0.047], [1.102, -0.078, -1.081], [0.527, -0.604, 2.043], [-1.508, 0.597, 0.499], [2.040, -1.012, 0.996], [0.928, -0.975, 1.030], [0.837, 1.478, 0.198], [-1.451, -0.918, -0.965], [-1.033, 1.018, -1.203], [1.775, 1.716, 0.537], [-0.866, 0.269, -0.348]],
  "forces_ev_per_angstrom": [[0.00, -0.96, 0.30], [2.98, -0.99, -2.63], [1.26, 0.07, -1.62], [-0.91, -0.41, 1.95], [0.68, -0.80, -1.42], [0.45, -0.61, -0.26], [-0.81, -0.45, 0.50], [0.04, 2.53, -0.17], [-1.38, 2.62, 3.76], [0.49, 0.73, 1.25], [0.59, -0.80, 1.54], [-0.46, -0.37, -0.01], [-2.94, -0.57, -3.19]],
  "mulliken_charge": [0.32, 0.27, 0.28, 0.24, 0.23, 0.30, 0.31, -1.08, -0.60, -0.32, 0.29, 0.23, -0.47]
}

[2]
{
  "formula": "C13H25BLiNO3",
  "method": "the ωB97M-V functional and the def2-TZVPD basis",
  "spin_multiplicity": 2,
  "homo_energy_ev": [-10.55, -11.59],
  "total_charge": 1,
  "gap_ev": [5.67, 6.71],
  "relative_energy_kj_mol": 0.0,
  "e_tot_ha": -822.96082,
  "lumo_ev": [-4.88, -4.88],
  "elements": ["H", "H", "Li", "C", "N", "C", "C", "H", "H", "H", "H", "H", "H", "H", "O", "H", "H", "H", "H", "C", "H", "B", "H", "H", "H", "H", "C", "C", "H", "C", "H", "C", "H", "O", "C", "H", "H", "C", "C", "H", "O", "H", "C", "C"],
  "xyz": [[-0.777, 2.908, 1.159], [-1.543, 1.332, 3.662], [1.858, -5.446, -1.282], [-1.913, 0.692, 2.859], [0.411, 0.869, 2.146], [1.352, -0.567, 0.399], [-0.993, 0.793, 1.633], [-2.437, 2.324, 1.068], [-1.285, 1.961, -0.222], [1.589, -2.950, -1.764], [-2.225, -0.976, -2.173], [-0.757, -2.498, -1.465], [-1.540, 1.347, -4.033], [-0.710, -2.899, 0.256], [0.868, 0.314, -2.289], [0.751, 2.154, -0.392], [-2.259, 0.726, -1.827], [1.749, 2.884, 0.847], [2.131, -0.602, -0.373], [-1.646, 0.274, -3.850], [-2.920, 1.020, 2.597], [-0.257, -0.122, -1.650], [3.202, -0.302, 2.096], [-2.571, -0.036, -4.338], [-0.820, -0.231, -4.362], [2.736, 1.217, 2.901], [-0.179, -2.372, -0.541], [-1.673, -0.043, -2.346], [2.492, 1.888, -0.416], [-0.037, -0.820, -0.222], [0.695, 0.898, -3.037], [-1.161, -0.488, 0.793], [-2.120, -0.399, 0.267], [1.741, -3.673, 0.092], [-1.400, 2.065, 0.857], [3.621, 1.253, 1.383], [1.558, -1.345, 1.144], [1.132, -3.030, -0.753], [1.525, 0.765, 1.150], [-1.980, -0.327, 3.241], [0.594, 0.060, 3.123], [-1.264, -1.324, 1.491], [2.848, 0.717, 1.939], [1.620, 1.989, 0.231]],
  "forces_ev_per_angstrom": [[-0.13, 0.01, 0.07], [-0.05, -0.02, -0.07], [0.21, 0.44, 0.68], [-0.09, -0.06, 0.10], [-0.07, -1.09, -0.52], [-0.16, 0.03, 0.14], [-0.49, 0.47, 0.07], [0.07, -0.09, -0.11], [-0.05, 0.00, 0.00], [-0.08, 0.24, -0.07], [0.02, 0.08, 0.06], [0.00, -0.06, 0.08], [0.05, -0.06, 0.02], [0.16, 0.14, 0.12], [-0.05, 0.19, 0.25], [-0.01, -0.06, -0.12], [-0.07, -0.12, -0.01], [0.06, -0.07, -0.05], [-0.05, -0.12, 0.09], [-0.03, 0.01, 0.02], [0.05, -0.08, -0.03], [0.05, 0.12, 0.02], [-0.11, 0.06, 0.21], [0.06, 0.06, 0.01], [-0.10, -0.01, 0.01], [0.01, -0.13, -0.04], [-0.07, 0.08, -0.20], [0.06, 0.15, -0.09], [-0.09, -0.04, 0.03], [0.08, 0.09, -0.05], [0.00, -0.30, -0.20], [-0.10, -0.05, -0.14], [0.05, -0.14, 0.09], [-0.20, -0.92, -0.82], [0.46, 0.08, -0.01], [-0.04, -0.11, 0.00], [-0.01, 0.05, -0.08], [0.00, 0.14, 0.08], [0.46, 0.42, -0.07], [0.14, 0.13, 0.07], [0.07, 0.19, 0.32], [0.13, 0.07, 0.02], [0.13, 0.18, -0.12], [-0.26, 0.12, 0.24]],
  "mulliken_charge": [0.32, 0.43, 0.95, -1.79, 0.46, -3.06, 2.08, 0.46, 0.14, 0.79, 0.44, 0.33, 0.39, 0.52, -0.65, 0.31, 0.32, 0.41, 0.53, -1.65, 0.45, 0.59, 0.33, 0.35, 0.31, 0.40, -1.30, -0.26, 0.47, 2.26, 0.29, -2.44, 0.20, -0.68, -1.65, 0.45, 0.74, -0.11, 2.11, 0.34, -0.61, 0.63, -1.67, -1.97]
}

[3]
{
  "formula": "C4H7CdLiO2",
  "method": "the ωB97M-V functional and the def2-TZVPD basis",
  "spin_multiplicity": 2,
  "homo_energy_ev": [-8.74, -8.74],
  "total_charge": 1,
  "gap_ev": [3.57, 1.80],
  "relative_energy_kj_mol": 189.8,
  "e_tot_ha": -481.97115,
  "lumo_ev": [-5.17, -6.94],
  "elements": ["H", "H", "C", "C", "Li", "Cd", "H", "H", "O", "C", "C", "H", "O", "H", "H"],
  "xyz": [[-0.349, 0.777, -1.608], [-2.419, -0.004, -0.154], [1.764, -0.211, -0.067], [0.296, -0.180, 0.227], [2.730, -3.051, 0.326], [-4.448, 2.584, -0.052], [0.227, -0.013, 1.316], [2.248, 0.756, -0.314], [-2.540, 2.006, -0.219], [-0.433, 0.942, -0.517], [-1.897, 0.966, -0.267], [-0.013, 1.933, -0.305], [2.432, -1.226, -0.087], [-0.135, -1.170, 0.025], [2.539, -4.110, 1.695]],
  "forces_ev_per_angstrom": [[-0.03, 0.06, 0.15], [0.12, 0.18, -0.02], [0.83, -0.56, -0.58], [-0.33, -0.29, 0.51], [0.06, -0.48, 0.59], [-2.65, 0.87, 0.25], [-0.02, -0.08, -0.22], [-0.05, -0.14, 0.21], [2.33, -0.49, -0.19], [0.04, 0.21, -0.11], [0.41, -0.64, -0.05], [-0.12, -0.18, -0.09], [-0.65, 0.92, 0.00], [0.13, 0.21, 0.06], [-0.06, 0.42, -0.51]],
  "mulliken_charge": [0.34, 0.38, -0.07, -0.45, 0.36, 0.68, 0.34, 0.38, -0.50, -0.43, 0.19, 0.33, -0.41, 0.34, -0.46]
}

[4]
{
  "formula": "C3H31NO13",
  "method": "the ωB97M-V functional and the def2-TZVPD basis",
  "homo_energy_ev": -10.55,
  "gap_ev": 10.23,
  "relative_energy_kj_mol": 488.8,
  "e_tot_ha": -1165.68051,
  "lumo_ev": -0.32,
  "elements": ["H", "H", "H", "O", "H", "C", "H", "O", "H", "H", "H", "H", "H", "H", "H", "O", "O", "H", "O", "O", "O", "O", "H", "H", "H", "O", "H", "H", "H", "O", "H", "H", "O", "O", "H", "C", "H", "H", "H", "O", "H", "N", "H", "C", "H", "H", "H", "H"],
  "xyz": [[2.417, -1.689, -1.471], [0.577, -2.911, -4.182], [1.643, 3.713, -1.191], [3.535, 0.808, -0.015], [-2.538, 2.806, 0.031], [0.723, -3.552, 0.970], [-2.372, 0.517, 0.856], [2.309, 2.297, 2.394], [0.446, -1.447, 0.065], [-3.780, 1.112, 1.425], [-2.300, -2.591, 1.813], [2.668, 3.246, 2.490], [1.617, 1.500, 3.756], [-1.439, -1.799, -3.549], [-3.363, -3.120, 0.435], [-1.524, -2.979, -1.241], [-2.967, 1.451, 0.927], [-0.197, -1.864, 1.672], [0.777, -3.242, -3.301], [-1.551, -1.764, -4.519], [1.889, 4.207, -1.873], [2.062, -0.856, -1.956], [1.388, -1.346, -2.386], [0.842, 0.121, 4.030], [-2.072, -0.975, -4.593], [-2.301, 3.657, -0.398], [-2.677, 0.889, 3.156], [3.051, 1.891, 1.910], [-1.764, 4.161, 0.261], [-0.702, 2.682, 3.447], [-0.016, -3.440, -2.838], [1.029, -4.168, 0.076], [-1.954, 0.426, 3.527], [1.184, 1.167, -3.679], [-1.131, 3.009, 2.733], [-1.371, -2.704, -0.114], [3.805, 1.367, -0.776], [0.403, 0.816, -3.202], [1.665, -3.258, 1.206], [1.554, 0.746, 4.384], [2.796, 0.257, -0.413], [-2.453, -2.820, 0.740], [-1.337, 1.063, 3.803], [-0.066, -2.278, 0.599], [-0.033, 3.363, 3.738], [1.497, 4.218, -2.616], [0.094, -4.088, 1.643], [2.036, 0.789, -3.377]],
  "forces_ev_per_angstrom": [[-0.15, 2.20, -0.96], [-0.41, -0.09, 0.03], [-2.34, -3.42, 3.54], [-0.98, -0.30, -1.26], [0.16, 0.79, -0.22], [-1.23, -0.28, -3.92], [-2.32, 3.88, 0.34], [1.51, 2.92, -0.34], [-0.10, -1.01, -0.06], [1.46, 0.83, -1.25], [-0.68, -0.71, -3.33], [-1.01, -2.08, -0.11], [-0.03, -0.92, 0.16], [0.01, -0.39, -0.46], [0.12, -0.11, -0.19], [0.54, -0.65, -4.49], [0.65, -5.13, 1.05], [-0.64, -0.15, -1.84], [1.78, 0.51, -0.29], [0.43, -0.33, 1.11], [7.36, 4.04, 4.28], [1.93, -2.04, 2.43], [-1.62, -0.56, -1.45], [1.55, 1.57, 0.66], [-0.49, 0.69, -0.55], [0.68, 0.39, 0.83], [-0.81, 0.88, -0.35], [-0.42, -0.42, -0.08], [-0.74, -0.72, -0.88], [3.35, 0.00, 4.06], [-1.42, -0.24, 0.48], [-1.14, 0.20, 0.54], [-0.56, -3.10, -0.05], [-0.18, 0.19, -0.13], [-2.02, 1.68, -3.58], [-0.71, 1.03, 4.91], [-0.18, -0.48, 0.73], [1.38, 0.07, -0.18], [2.60, 0.76, 2.18], [-1.57, -1.18, -0.48], [1.16, 0.97, 0.59], [1.30, 1.21, 3.85], [1.27, 1.61, 0.55], [-0.31, 0.57, 1.52], [-1.19, -1.20, -0.52], [-5.00, -0.70, -7.78], [0.34, -0.68, 0.73], [-1.30, -0.07, 0.20]],
  "mulliken_charge": [0.34, 0.31, 0.28, -0.64, 0.42, -1.45, 0.37, -0.66, 0.09, 0.33, 0.26, 0.32, 0.37, 0.31, 0.21, -0.59, -0.80, 0.00, -0.63, -0.60, -0.54, -0.64, 0.25, 0.28, 0.29, -0.64, 0.26, 0.31, 0.29, -0.59, 0.32, 0.29, -0.59, -0.60, 0.26, 0.31, 0.31, 0.28, 0.50, -0.63, 0.37, -0.39, 0.38, 0.44, 0.29, 0.26, 0.36, 0.33]
}